(1)
{
  "formula": "C6H13N",
  "method": "ωB97M-V/def2-TZVPD",
  "species": ["C", "C", "C", "C", "C", "C", "N", "H", "H", "H", "H", "H", "H", "H", "H", "H", "H", "H", "H", "H"],
  "xyz": [[1.745, -1.376, 1.534], [1.214, -0.283, 0.511], [-0.006, 0.292, 0.715], [-1.002, -0.234, 1.747], [-0.422, 1.159, -0.395], [-0.827, 0.320, -1.704], [-1.119, 1.223, -2.782], [2.217, -2.152, 0.901], [2.718, -1.024, 2.120], [0.974, -1.872, 2.190], [1.841, -0.027, -0.280], [-0.834, -0.036, 2.869], [-2.057, -0.041, 1.529], [-0.823, -1.296, 1.658], [-1.179, 1.868, -0.050], [0.567, 1.605, -0.519], [0.004, -0.255, -2.031], [-1.676, -0.341, -1.520], [-0.235, 1.726, -2.775], [-1.096, 0.743, -3.718]],
  "multiplicity": 1,
  "gap_ev": 9.65,
  "smiles": "C/C=C(\\C)CCN",
  "energy_ha": -291.0883
}

(2)
{
  "formula": "C9H18LiO9S",
  "method": "ωB97M-V/def2-TZVPD",
  "species": ["Li", "S", "O", "O", "O", "O", "C", "O", "H", "H", "H", "H", "C", "O", "H", "H", "H", "H", "C", "O", "H", "H", "H", "H", "C", "C", "C", "C", "C", "C", "O", "O", "H", "H", "H", "H", "H", "H"],
  "xyz": [[-22.994, -29.737, -6.388], [-20.105, -29.124, -5.648], [-19.465, -27.866, -5.254], [-20.355, -29.988, -4.458], [-21.410, -28.841, -6.232], [-19.417, -29.843, -6.712], [-25.510, -28.954, -5.375], [-24.907, -29.173, -6.750], [-26.323, -29.766, -4.910], [-26.275, -28.256, -5.430], [-24.881, -29.263, -4.336], [-25.548, -29.530, -7.419], [-22.792, -29.881, -9.483], [-22.435, -30.607, -8.331], [-22.375, -28.986, -9.670], [-23.920, -29.992, -9.342], [-22.264, -30.488, -10.314], [-21.519, -30.664, -8.254], [-23.483, -32.474, -4.938], [-22.583, -31.446, -5.318], [-23.229, -33.014, -4.028], [-23.604, -33.366, -5.663], [-24.168, -32.008, -4.468], [-21.708, -31.370, -4.822], [-23.309, -26.186, -6.239], [-24.454, -25.707, -5.523], [-25.476, -25.134, -6.325], [-25.379, -24.796, -7.748], [-24.217, -25.392, -8.393], [-23.267, -26.165, -7.531], [-22.261, -26.805, -8.301], [-26.594, -24.822, -5.576], [-22.503, -26.833, -5.649], [-24.464, -25.798, -4.379], [-26.099, -24.227, -8.117], [-24.233, -25.269, -9.392], [-21.983, -27.323, -7.554], [-27.475, -24.534, -5.672]],
  "multiplicity": 1,
  "gap_ev": 5.86,
  "energy_ha": -1436.5202,
  "charge": -1
}

(3)
{
  "formula": "C25H21Cl3O2PPb",
  "method": "ωB97M-V/def2-TZVPD",
  "species": ["C", "C", "C", "H", "C", "C", "H", "H", "H", "H", "Pb", "Cl", "P", "C", "C", "H", "C", "H", "C", "H", "C", "H", "C", "H", "C", "C", "H", "C", "H", "C", "H", "C", "H", "C", "H", "C", "C", "H", "C", "H", "C", "H", "C", "H", "C", "H", "Cl", "C", "Cl", "C", "O", "O", "H"],
  "xyz": [[-1.004, -1.906, 3.972], [-0.948, -2.366, 2.623], [0.424, -2.455, 2.243], [-1.804, -2.664, 2.017], [1.214, -2.069, 3.364], [0.336, -1.737, 4.432], [0.638, -1.461, 5.441], [-1.906, -1.769, 4.567], [0.806, -2.807, 1.286], [2.301, -2.067, 3.421], [-0.238, 0.759, 2.495], [2.212, 0.890, 1.956], [0.145, 0.179, -0.971], [1.242, -0.913, -1.960], [0.824, -1.635, -3.090], [-0.221, -1.615, -3.401], [1.750, -2.380, -3.828], [1.417, -2.917, -4.718], [3.089, -2.434, -3.430], [3.809, -3.012, -4.013], [3.503, -1.748, -2.280], [4.549, -1.789, -1.970], [2.584, -1.013, -1.532], [2.887, -0.504, -0.614], [-1.493, -0.269, -1.666], [-2.115, -1.419, -1.132], [-1.609, -1.989, -0.349], [-3.359, -1.826, -1.610], [-3.836, -2.714, -1.191], [-3.994, -1.101, -2.628], [-4.964, -1.427, -3.007], [-3.381, 0.039, -3.158], [-3.863, 0.604, -3.957], [-2.144, 0.468, -2.667], [-1.683, 1.371, -3.071], [0.448, 1.820, -1.741], [1.182, 1.999, -2.924], [1.631, 1.141, -3.426], [1.332, 3.279, -3.469], [1.874, 3.400, -4.408], [0.794, 4.391, -2.816], [0.918, 5.389, -3.240], [0.096, 4.223, -1.613], [-0.316, 5.092, -1.095], [-0.080, 2.950, -1.075], [-0.628, 2.820, -0.137], [-1.441, 0.120, 7.073], [-0.285, 1.465, 6.923], [1.403, 1.017, 7.209], [-0.488, 2.020, 5.496], [-1.288, 2.945, 5.389], [0.233, 1.409, 4.603], [-0.558, 2.211, 7.674]],
  "multiplicity": 1,
  "gap_ev": [4.14, 6.19],
  "energy_ha": -3030.2164,
  "charge": 1
}

(4)
{
  "formula": "C2H2F2S2",
  "method": "ωB97M-V/def2-TZVPD",
  "species": ["F", "C", "S", "C", "F", "S", "H", "H"],
  "xyz": [[-1.600, -1.032, -0.766], [-1.074, -0.173, 0.111], [-2.040, 0.994, 0.835], [0.385, -0.226, 0.358], [0.707, -1.386, 1.065], [1.130, 0.051, -1.317], [0.733, 0.572, 0.921], [1.759, 1.199, -1.206]],
  "multiplicity": 1,
  "gap_ev": 8.77,
  "smiles": "FC(=S)[C@@H](F)S",
  "energy_ha": -1073.4625
}

(5)
{
  "formula": "C36H86ClIN8O9P3S",
  "method": "ωB97M-V/def2-TZVPD",
  "species": ["C", "C", "N", "N", "C", "C", "C", "C", "S", "O", "O", "Cl", "C", "C", "O", "O", "C", "C", "C", "C", "C", "C", "C", "C", "P", "O", "O", "C", "C", "O", "C", "C", "C", "C", "I", "C", "C", "H", "H", "H", "H", "H", "H", "H", "H", "H", "H", "H", "H", "H", "H", "H", "H", "H", "H", "H", "H", "H", "H", "H", "H", "H", "H", "H", "H", "H", "H", "H", "H", "H", "H", "H", "H", "H", "H", "H", "H", "H", "H", "H", "H", "H", "H", "H", "H", "H", "H", "O", "P", "N", "C", "C", "N", "C", "C", "N", "C", "C", "H", "H", "H", "H", "H", "H", "H", "H", "H", "H", "H", "H", "H", "H", "H", "H", "H", "H", "O", "P", "N", "C", "C", "N", "C", "C", "N", "C", "C", "H", "H", "H", "H", "H", "H", "H", "H", "H", "H", "H", "H", "H", "H", "H", "H", "H", "H"],
  "xyz": [[2.662, 5.243, 1.075], [3.444, 4.013, 0.608], [2.842, 3.063, -0.315], [1.466, 2.625, -0.168], [0.651, 3.609, -1.004], [-0.803, 3.891, -0.619], [-1.738, 4.063, -1.836], [-3.098, 4.558, -1.317], [-4.234, 3.266, -0.926], [-3.588, 2.338, -0.050], [-5.445, 3.848, -0.451], [-4.639, 2.385, -2.695], [1.036, 2.543, 1.264], [0.353, 1.232, 1.673], [-0.973, 1.261, 1.223], [1.037, 0.056, 1.346], [1.985, 0.165, 0.259], [2.229, -1.193, -0.458], [1.549, -2.424, 0.150], [1.411, -3.568, -0.872], [1.018, -4.818, -0.056], [2.761, -3.850, -1.536], [3.355, 0.514, 0.877], [3.709, -0.503, 1.988], [5.311, -1.273, 1.664], [5.631, -1.359, 0.232], [6.358, -0.384, 2.476], [7.372, 0.330, 1.741], [6.827, 1.530, 0.978], [5.369, -2.694, 2.363], [4.465, -3.081, 3.411], [4.589, -2.258, 4.696], [1.452, 1.191, -0.753], [0.158, 0.825, -1.531], [0.630, 0.803, -3.659], [-0.567, -0.493, -1.243], [-2.012, -0.431, -1.735], [1.736, 5.012, 1.594], [2.440, 5.908, 0.240], [3.280, 5.807, 1.772], [3.844, 3.502, 1.489], [4.340, 4.379, 0.107], [3.034, 3.266, -1.285], [1.183, 4.554, -0.997], [0.699, 3.302, -2.050], [-1.246, 3.155, 0.051], [-0.840, 4.846, -0.089], [-1.853, 3.126, -2.381], [-1.331, 4.851, -2.470], [-3.592, 5.224, -2.022], [-2.975, 5.086, -0.370], [0.381, 3.353, 1.566], [1.892, 2.614, 1.926], [0.335, 1.276, 2.767], [-1.528, 0.744, 1.818], [1.890, -1.127, -1.493], [3.297, -1.393, -0.506], [2.129, -2.846, 0.974], [0.556, -2.211, 0.540], [0.623, -3.358, -1.597], [0.114, -4.557, 0.502], [1.782, -5.021, 0.696], [0.830, -5.688, -0.680], [2.991, -3.202, -2.383], [3.559, -3.747, -0.796], [2.814, -4.875, -1.901], [3.436, 1.502, 1.310], [4.115, 0.455, 0.100], [2.926, -1.237, 2.154], [3.814, 0.029, 2.935], [8.050, 0.704, 2.506], [7.952, -0.336, 1.109], [5.928, 1.872, 1.496], [7.549, 2.343, 0.975], [6.549, 1.261, -0.039], [4.732, -4.111, 3.634], [3.438, -3.127, 3.048], [3.602, -1.885, 4.978], [4.936, -2.862, 5.529], [5.224, -1.384, 4.569], [2.236, 1.217, -1.505], [-0.604, 1.589, -1.486], [-0.600, -0.737, -0.188], [-0.105, -1.328, -1.764], [-2.074, -0.319, -2.818], [-2.535, -1.351, -1.478], [-2.541, 0.390, -1.254], [-2.629, 6.122, 3.832], [-4.032, 6.580, 3.996], [-4.145, 7.228, 5.548], [-5.072, 6.814, 6.583], [-2.949, 7.918, 6.023], [-4.936, 5.137, 3.711], [-5.718, 4.457, 4.727], [-4.240, 4.188, 2.856], [-5.166, 7.559, 3.268], [-5.223, 8.997, 3.563], [-5.773, 7.178, 1.985], [-5.147, 7.598, 7.338], [-4.771, 5.889, 7.085], [-6.078, 6.692, 6.185], [-2.714, 8.781, 5.394], [-2.067, 7.272, 6.041], [-3.117, 8.291, 7.032], [-5.130, 4.170, 5.607], [-6.139, 3.546, 4.299], [-6.569, 5.059, 5.044], [-3.517, 3.571, 3.410], [-3.697, 4.706, 2.067], [-4.960, 3.526, 2.371], [-6.042, 9.209, 4.253], [-5.389, 9.577, 2.656], [-4.302, 9.363, 4.009], [-6.786, 6.805, 2.142], [-5.207, 6.401, 1.477], [-5.818, 8.033, 1.310], [0.682, -6.845, -3.799], [0.350, -7.955, -4.759], [-0.730, -6.932, -5.708], [-2.160, -7.076, -5.809], [-0.229, -5.607, -6.029], [-0.371, -9.101, -3.709], [-1.806, -9.209, -3.542], [0.336, -9.268, -2.444], [0.316, -9.005, -6.103], [0.404, -8.521, -7.486], [0.729, -10.414, -5.958], [-2.527, -6.541, -6.689], [-2.703, -6.690, -4.934], [-2.442, -8.120, -5.964], [0.678, -5.662, -6.643], [0.015, -5.014, -5.142], [-0.973, -5.058, -6.607], [-2.272, -8.271, -3.217], [-2.015, -9.966, -2.784], [-2.291, -9.555, -4.455], [0.077, -8.497, -1.708], [1.415, -9.231, -2.593], [0.098, -10.249, -2.027], [-0.588, -8.529, -7.942], [1.057, -9.161, -8.080], [0.799, -7.514, -7.553], [-0.154, -11.055, -5.937], [1.289, -10.580, -5.043], [1.367, -10.727, -6.784]],
  "multiplicity": 1,
  "gap_ev": 6.86,
  "energy_ha": -4718.3645,
  "charge": 1
}

(6)
{
  "formula": "C2H3Cl2NO2",
  "method": "ωB97M-V/def2-TZVPD",
  "species": ["C", "C", "N", "O", "O", "Cl", "Cl", "H", "H", "H"],
  "xyz": [[-1.166, 0.873, 0.349], [0.232, 0.573, 0.778], [1.017, -1.593, -0.991], [2.123, -1.983, -0.974], [0.141, -1.575, -1.851], [1.452, 1.455, -0.018], [0.671, -0.535, 2.016], [-1.194, 1.825, -0.162], [-1.569, 0.041, -0.377], [-1.707, 0.919, 1.230]],
  "multiplicity": 1,
  "gap_ev": [10.40, 6.12],
  "energy_ha": -1203.4418
}

(7)
{
  "formula": "CH4S3",
  "method": "ωB97M-V/def2-TZVPD",
  "species": ["C", "S", "S", "S", "H", "H", "H", "H"],
  "xyz": [[0.196, 0.031, 0.066], [1.075, -0.901, -1.109], [0.946, 1.196, 1.141], [-0.823, -1.114, 1.025], [-1.417, 1.262, -0.612], [2.153, -0.122, -1.269], [2.174, 1.050, 0.689], [-1.973, -0.229, 1.102]],
  "multiplicity": 1,
  "gap_ev": [7.32, 8.42],
  "energy_ha": -1234.8906
}

(8)
{
  "formula": "C2H4",
  "method": "ωB97M-V/def2-TZVPD",
  "species": ["C", "C", "H", "H", "H", "H"],
  "xyz": [[-0.655, -0.034, -0.025], [0.630, -0.083, -0.048], [-0.976, 1.020, -0.059], [-1.407, -0.864, 0.051], [1.210, 0.834, 0.094], [1.197, -0.873, -0.013]],
  "multiplicity": 1,
  "gap_ev": 11.78,
  "smiles": "C=C",
  "energy_ha": -78.5460
}

(9)
{
  "formula": "C7H13N2S",
  "method": "ωB97M-V/def2-TZVPD",
  "species": ["C", "C", "C", "C", "C", "C", "C", "N", "N", "S", "H", "H", "H", "H", "H", "H", "H", "H", "H", "H", "H", "H", "H"],
  "xyz": [[1.850, 0.250, 0.347], [0.442, -4.412, -0.433], [0.795, 0.927, -0.397], [0.553, -0.374, 0.578], [-0.290, -0.432, 1.892], [-0.457, 0.215, -2.459], [0.928, 0.634, -1.908], [-0.187, -4.974, 0.398], [3.093, 0.067, 0.364], [1.258, -3.257, -1.099], [0.381, 1.908, -0.075], [0.412, -1.265, -0.109], [-0.068, 0.413, 2.474], [-0.095, -1.382, 2.377], [-1.370, -0.308, 1.555], [-0.935, -0.330, -1.674], [-0.529, -0.356, -3.383], [-0.999, 1.193, -2.552], [1.087, 1.643, -2.279], [1.775, -0.002, -2.141], [-1.090, -5.477, 0.480], [3.526, 0.846, -0.190], [3.655, -0.644, 0.769]],
  "multiplicity": 1,
  "gap_ev": 8.45,
  "energy_ha": -781.8764,
  "charge": 1
}

(10)
{
  "formula": "C4H7NO2",
  "method": "ωB97M-V/def2-TZVPD",
  "species": ["C", "C", "C", "C", "N", "O", "O", "H", "H", "H", "H", "H", "H", "H"],
  "xyz": [[1.877, -2.720, -1.604], [-0.579, -0.420, 1.110], [-0.934, -0.440, -0.322], [-0.163, 1.932, 0.265], [-1.128, 0.812, 0.470], [1.920, -2.134, -2.601], [1.896, -3.413, -0.683], [-1.424, -0.712, 1.660], [0.458, -0.277, 1.607], [-0.006, -0.347, -0.994], [0.901, 1.692, 0.546], [-0.109, 2.048, -0.835], [-0.730, 2.820, 0.566], [-1.978, 1.160, 0.817]],
  "multiplicity": 1,
  "gap_ev": 7.69,
  "energy_ha": -361.7156
}

(11)
{
  "formula": "C2H3F2N",
  "method": "ωB97M-V/def2-TZVPD",
  "species": ["C", "C", "N", "F", "F", "H", "H", "H"],
  "xyz": [[0.856, -0.997, -0.624], [-1.358, 0.970, 0.802], [1.677, -0.123, -0.670], [0.761, -2.307, -0.912], [-2.051, 0.055, 0.154], [-1.568, 1.025, 1.830], [-1.031, 1.763, 0.292], [2.714, -0.384, -0.872]],
  "multiplicity": 1,
  "gap_ev": [7.67, 9.99],
  "energy_ha": -332.3005
}

(12)
{
  "formula": "C12H16O2",
  "method": "ωB97M-V/def2-TZVPD",
  "species": ["C", "C", "C", "C", "C", "C", "C", "C", "C", "C", "C", "C", "O", "O", "H", "H", "H", "H", "H", "H", "H", "H", "H", "H", "H", "H", "H", "H", "H", "H"],
  "xyz": [[2.435, -2.060, -2.716], [1.570, -1.153, -3.357], [2.280, -2.158, -1.314], [0.606, -0.469, -2.578], [1.278, -1.514, -0.574], [0.544, -0.492, -1.169], [-0.446, 0.409, -0.630], [-0.944, -1.729, 1.563], [-0.347, 1.179, 0.471], [-1.280, 2.392, 0.592], [-2.958, -0.648, 2.576], [0.863, 1.616, 1.212], [1.322, 2.869, 0.883], [-2.141, -1.645, 1.832], [3.336, -2.642, -3.221], [1.479, -1.172, -4.420], [2.946, -2.967, -0.924], [-0.140, 0.256, -2.988], [1.158, -1.906, 0.439], [-1.229, 0.765, -1.283], [-0.351, -0.795, 2.019], [-1.928, 2.102, 1.403], [-2.023, 2.529, -0.294], [-0.804, 3.297, 0.686], [-2.771, 0.199, 2.006], [-2.538, -0.546, 3.617], [-3.959, -0.967, 2.605], [1.565, 0.785, 1.207], [0.639, 1.646, 2.323], [1.838, 2.823, 0.037]],
  "multiplicity": 1,
  "gap_ev": 8.61,
  "energy_ha": -617.0945
}